{"formula": "C10H19ClOSi", "method": "ωB97M-V/def2-TZVPD", "e_above_lowest_kj_mol": 468.4, "multiplicity": 1, "smiles": "CC[C@H](Cl)/C=C/[SiH3].CC=C=CCO", "homo_lumo_gap_ev": 9.97, "molar_mass_g_mol": 218.80, "elements": ["C", "C", "C", "Cl", "C", "C", "Si", "H", "H", "H", "H", "H", "H", "H", "H", "H", "H", "H", "C", "C", "C", "C", "C", "O", "H", "H", "H", "H", "H", "H", "H", "H"], "coordinates": [[1.992682, -3.745481, 1.237801], [1.936208, -3.170419, -0.144176], [0.783283, -2.159966, -0.213207], [-0.831789, -3.025443, -0.633725], [1.019433, -1.135057, -1.313268], [0.339762, 0.054652, -1.402187], [0.607814, 1.349152, -2.701177], [2.738585, -4.489361, 1.397773], [0.972771, -4.135607, 1.580718], [2.246826, -2.999792, 1.912432], [3.026750, -2.772551, -0.278732], [1.676368, -4.050267, -0.828015], [0.573777, -1.656667, 0.699200], [1.725119, -1.415931, -2.089644], [-0.469410, 0.219710, -0.623813], [0.938725, 2.729287, -1.839793], [-0.550509, 1.417913, -3.645222], [1.885297, 1.069010, -3.421007], [-0.235816, 3.814725, 0.702552], [-0.148937, 2.449902, 1.403013], [-1.170357, 1.767392, 1.698283], [-2.384186, 1.442420, 2.062243], [-3.265169, 0.676078, 1.021021], [-4.408244, 1.440617, 0.701781], [-1.319654, 3.814292, 0.448676], [0.408281, 3.864265, -0.123084], [-0.012008, 4.548528, 1.448772], [0.906193, 2.214949, 1.534126], [-2.792445, 1.472619, 3.048408], [-2.545685, 0.641418, 0.178465], [-3.441271, -0.289415, 1.531128], [-4.409523, 2.184164, 1.289565]], "forces_ev_per_angstrom": [[-2.3, -1.4, 0.5], [0.6, -1.3, -0.2], [0.3, 0.1, -2.4], [1.0, 0.3, 0.4], [-1.5, 1.7, 0.0], [0.0, -2.0, 1.1], [0.9, 1.5, 1.1], [0.4, -0.9, -0.3], [1.4, 0.3, -0.5], [0.4, 1.7, 1.4], [-2.2, -0.2, -0.6], [0.8, 1.5, 0.4], [-0.1, 0.2, 0.9], [0.1, 0.0, 0.1], [1.1, -0.1, -0.9], [-0.7, -1.7, -1.4], [0.3, 0.2, 0.3], [-0.3, 0.0, 0.0], [-2.7, -1.6, 1.7], [3.5, 1.9, -1.4], [-2.3, -0.2, 1.7], [-0.4, -1.6, -1.8], [2.2, 1.0, 1.4], [-0.1, -1.0, -0.4], [0.8, 0.9, -0.4], [0.7, 0.1, -1.1], [0.1, 0.8, 0.2], [-0.3, -1.0, 0.2], [0.0, 0.6, 0.7], [-1.0, -0.7, -0.1], [-0.5, 0.1, -1.0], [-0.1, 0.6, 0.4]], "mulliken_charge": [-1.475, -0.115, -0.018, -0.207, -0.676, 0.082, 0.246, 0.405, 0.269, 0.437, 0.286, 0.277, 0.457, 0.306, 0.016, -0.116, -0.086, -0.133, -0.968, -0.297, 0.013, -0.611, 0.206, -0.525, 0.264, 0.261, 0.329, 0.343, 0.442, 0.038, 0.222, 0.327]}